1.
This record from the OMol25 dataset describes a structure of composition C22H41BCrN6O3SSi. The level of theory is ωB97M-V/def2-TZVPD.

For the HOMO energy (spin up / spin down), the calculation gives -6.9180 / -8.5128 eV. The value obtained for the HOMO-LUMO gap (spin up / spin down) is 0.2767 / 0.3339 hartree. Its expectation value of S² is 6.02. As for the LUMO energy (spin up / spin down): 0.6 / 0.6 eV.

The geometry in ORCA input format:
```
! RIJCOSX wB97M-V def2-TZVPD def2/J DEFGRID3
* xyz 0 5
H 1.1349 3.4017 0.0150
N 0.8739 1.9154 -1.4593
B 0.3965 0.5509 -3.5262
N 0.8038 1.8929 -2.8412
C 1.0104 3.1438 -3.2880
Cr 0.7437 0.3140 -0.4191
H 1.0149 3.3334 -4.3502
C 1.1879 3.9930 -2.1862
H 1.3642 5.0560 -2.1917
C 1.0798 3.1906 -1.0486
H 0.3329 0.6186 -4.7138
C -1.9344 -2.9354 2.0410
H -1.5464 -3.8526 2.4880
H -1.1201 -2.2226 1.8807
H -2.3874 -3.1393 1.0701
N -0.9314 0.1324 -2.8632
N 1.4105 -0.5775 -3.0899
N -1.0125 -0.0247 -1.4938
N 1.5929 -0.8079 -1.7304
C -2.1329 -0.1064 -3.4157
C 2.1302 -1.4873 -3.7684
H -2.2560 -0.0057 -4.4793
H 2.1587 -1.4383 -4.8521
C -3.0164 -0.4375 -2.4027
C 2.7556 -2.3486 -2.8558
C -2.2862 -0.3956 -1.2100
C 2.3730 -1.9106 -1.5840
H -4.0565 -0.6664 -2.5150
H 3.4187 -3.1692 -3.0807
H -2.6264 -0.6191 -0.2138
H 2.6061 -2.2982 -0.5953
H -2.6718 -2.4806 2.6815
C 1.6390 3.3780 5.1143
C 2.4926 2.1843 4.7033
C 3.2145 2.5119 3.4003
C 3.5008 1.8153 5.7848
O 1.6315 1.0213 4.5414
Si 0.5830 0.3920 3.4233
S 1.5852 0.0287 1.6244
O 0.0601 -1.0618 4.0465
C 0.8219 -1.9251 4.9365
C 2.1835 -2.2106 4.3115
C 1.0059 -1.2262 6.2802
C 0.0180 -3.2042 5.1024
O -0.7224 1.4026 3.3411
C -2.1259 1.3089 3.7802
C -2.9682 0.9814 2.5558
C -2.3187 0.2609 4.8688
C -2.5128 2.6753 4.3365
H 2.2764 4.2709 5.2045
H 1.1530 3.1989 6.0841
H 0.8812 3.5664 4.3412
H 3.8939 3.3629 3.5658
H 3.8075 1.6572 3.0504
H 2.4993 2.8067 2.6217
H 3.0058 1.6259 6.7468
H 4.0744 0.9197 5.5055
H 4.2052 2.6476 5.9163
H 2.7976 -1.2995 4.2754
H 2.7088 -2.9493 4.9324
H 2.0877 -2.6048 3.2917
H 0.0361 -0.9449 6.7147
H 1.5223 -1.9091 6.9735
H 1.6218 -0.3267 6.1401
H -0.9571 -2.9781 5.5455
H -0.1123 -3.7100 4.1408
H 0.5527 -3.8777 5.7829
H -2.6903 0.0020 2.1505
H -4.0295 0.9663 2.8315
H -2.8286 1.7444 1.7810
H -1.6792 0.4775 5.7354
H -3.3635 0.2953 5.2133
H -2.1224 -0.7526 4.4995
H -1.9009 2.9352 5.2114
H -2.4176 3.4594 3.5729
H -3.5625 2.6330 4.6544
*
```

Atomic partial charges in e from the Mulliken method, atoms 1 to 2:
1. H 0.4106
2. N 0.1679

***

2.
This record from the OMol25 dataset describes a structure of composition C22H41BrNP3PmSe. The level of theory is ωB97M-V/def2-TZVPD.

For the HOMO energy (spin up / spin down), the calculation gives -16.8840 / -16.8850 eV. The value obtained for the HOMO-LUMO gap (spin up / spin down) is 0.2443 / 0.2538 hartree. Its expectation value of S² is 6.01. As for the LUMO energy (spin up / spin down): -10.2 / -10.0 eV.

The geometry in ORCA input format:
```
! RIJCOSX wB97M-V def2-TZVPD def2/J DEFGRID3
* xyz 3 5
Pm -0.7875 -0.0811 -0.8304
P 0.4616 0.1571 1.8369
P -2.9831 1.5774 -0.4396
P 1.1133 2.1452 -0.9833
H 2.2334 -2.8922 -2.2426
C 2.8175 -2.0504 -1.8586
C 3.0551 -1.9012 -0.5431
H 2.5815 -2.5787 0.1910
C 0.2103 -1.2135 3.0357
C -0.3362 1.5185 2.8034
C 2.2110 0.5287 2.2701
C -3.7286 1.7291 -2.1320
C -4.2546 0.7866 0.6275
C -2.6862 3.2751 0.1624
C 2.9184 1.9307 -1.2246
C 1.1536 3.5723 0.1650
C 0.7180 3.0416 -2.5441
H 3.1303 -1.2918 -2.5903
H 3.6671 -1.0889 -0.1517
H 0.6263 -2.1430 2.6270
H -0.8524 -1.3697 3.2556
H 0.7428 -0.9604 3.9632
H -1.4266 1.3801 2.8194
H -0.0993 2.5028 2.3742
H 0.0564 1.4651 3.8296
H 2.8610 -0.2718 1.8918
H 2.2671 0.5637 3.3702
H 2.5422 1.4938 1.8647
H -4.7249 2.1915 -2.0918
H -3.8029 0.7373 -2.6023
H -3.0749 2.3210 -2.7875
H -5.2609 1.1902 0.4579
H -3.9951 0.8939 1.6928
H -4.2799 -0.2985 0.4300
H -3.5878 3.8940 0.1972
H -1.9471 3.7796 -0.4786
H -2.2436 3.2547 1.1710
H 3.2785 2.7796 -1.8258
H 3.1210 0.9860 -1.7425
H 3.4311 1.9205 -0.2525
H 1.6739 4.3977 -0.3397
H 1.6873 3.3151 1.0830
H 0.1334 3.8871 0.4191
H 1.5177 3.7738 -2.7166
H -0.2560 3.5410 -2.4625
H 0.6684 2.3256 -3.3805
C 0.0983 -0.9913 -5.2311
C 1.1558 -1.9024 -5.1989
C 1.7311 -2.4054 -6.3914
C 1.2394 -2.0344 -7.6332
C 0.1505 -1.1509 -7.6652
C -0.4361 -0.6739 -6.4849
Se -0.5829 -0.0424 -3.5280
H -0.6017 -1.2963 -2.5405
H 1.5751 -2.2226 -4.2483
H 2.5855 -3.0778 -6.3615
H 1.6663 -2.4193 -8.5678
H -0.2329 -0.8417 -8.6298
H -1.2949 -0.0002 -6.5411
Br -3.8337 -3.2650 3.1798
C -2.6731 -3.4610 1.6616
C -2.2404 -4.7046 1.2376
C -1.3251 -4.7552 0.1859
C -0.8860 -3.5656 -0.4066
N -1.3661 -2.3620 -0.0359
C -2.2289 -2.2922 1.0273
H -2.6189 -5.5962 1.7259
H -0.9437 -5.6929 -0.1604
H -0.1322 -3.5702 -1.1927
H -2.5173 -1.2985 1.3745
*
```

Atomic partial charges in e from the natural (NBO) method, atoms 1 to 2:
1. Pm 1.6507
2. P 0.6939

***

3.
This record from the OMol25 dataset describes a cluster of 2 separate species, C22H41Cl4N3O4P in total. The level of theory is ωB97M-V/def2-TZVPD.

For the HOMO energy, the calculation gives -4.3777 eV. The value obtained for the HOMO-LUMO gap is 0.2128 hartree. As for the LUMO energy: 1.4 eV.

The geometry in ORCA input format:
```
! RIJCOSX wB97M-V def2-TZVPD def2/J DEFGRID3
* xyz -1 1
C -5.3340 0.2997 0.0992
C -5.0196 -1.1678 -0.2039
C -4.4256 -1.9235 0.9865
C -3.2612 -1.1496 1.6138
C -2.1610 -2.0538 2.1446
C -1.1889 -1.3190 3.0875
C 0.2905 -1.6533 2.8452
C 1.2120 -0.4758 3.1989
C 2.4715 -0.4248 2.3237
C 2.2991 0.5654 1.1603
C 3.6685 0.7854 0.5122
N 3.6490 1.0377 -0.9102
C 4.5099 2.0770 -1.4033
C 3.7768 3.2078 -2.1060
C 3.0744 4.1855 -1.1902
N 3.7780 3.3505 -3.3649
C 3.2458 -0.0590 -1.7400
C 1.8884 0.1342 -2.5419
C 0.8605 1.1277 -2.0290
O 0.9958 2.3184 -2.3256
N -0.2925 0.7741 -1.3206
C -0.5474 -0.6267 -1.0258
C -0.6487 1.6994 -0.2578
C 3.1539 -1.4310 -0.9827
O 2.0275 -1.8502 -0.6031
O 4.2550 -2.0022 -0.8457
P 4.5409 -0.5946 -3.0294
C 3.7056 -2.0248 -3.8540
O 4.5844 0.5420 -4.2402
H -5.8124 0.4223 1.0650
H -4.4188 0.8802 0.0880
H -5.9793 0.7242 -0.6640
H -4.3313 -1.1886 -1.0450
H -5.9481 -1.6273 -0.5325
H -5.2235 -2.0406 1.7172
H -4.1257 -2.9104 0.6437
H -2.8337 -0.5110 0.8446
H -3.6537 -0.5110 2.4015
H -2.6692 -2.8314 2.7169
H -1.6636 -2.5503 1.3165
H -1.3799 -0.2508 3.0087
H -1.4474 -1.6090 4.1030
H 0.4641 -2.0288 1.8418
H 0.5258 -2.4594 3.5358
H 1.4595 -0.5164 4.2563
H 0.6573 0.4440 3.0304
H 3.3839 -0.2079 2.8754
H 2.6070 -1.3876 1.8377
H 1.8948 1.4966 1.5476
H 1.6215 0.0822 0.4685
H 4.0777 1.6370 1.0503
H 4.3292 -0.0356 0.7945
H 4.9668 2.5714 -0.5513
H 5.3547 1.7889 -2.0330
H 3.6716 4.3362 -0.2911
H 2.9531 5.1460 -1.6825
H 2.0963 3.8348 -0.8750
H 3.2185 4.1712 -3.5960
H 1.4107 -0.8178 -2.7187
H 2.1459 0.5128 -3.5289
H -0.2725 -1.2947 -1.8256
H -1.6246 -0.7467 -0.8765
H -0.0806 -0.9917 -0.1178
H 0.1927 2.2562 0.1320
H -1.1787 1.1766 0.5276
H -1.3505 2.4403 -0.6434
H 4.4478 -2.7682 -4.0970
H 2.9164 -2.4591 -3.2481
H 3.2289 -1.6485 -4.7605
H 3.7990 0.5431 -4.8033
C -8.5068 -0.8842 2.8178
Cl -9.0861 0.7796 2.6842
Cl -9.6042 -1.8090 3.8513
Cl -8.4510 -1.6181 1.2135
Cl -6.8900 -0.8884 3.5225
*
```

Atomic partial charges in e from the Mulliken method, atoms 1 to 2:
1. C -0.9627
2. C -0.5852

***

4.
This record from the OMol25 dataset describes a structure of composition C22H41ClNP3ReSe. The level of theory is ωB97M-V/def2-TZVPD.

The value obtained for the energy above the lowest of the compared OMol25 structures with the same formula, charge and spin is 0.0 kcal/mol. For the HOMO energy (spin up / spin down), the calculation gives -20.2211 / -20.2053 eV. The value obtained for the HOMO-LUMO gap (spin up / spin down) is 0.2587 / 0.1656 hartree. Its expectation value of S² is 3.78. As for the LUMO energy (spin up / spin down): -13.2 / -15.7 eV.

The geometry in ORCA input format:
```
! RIJCOSX wB97M-V def2-TZVPD def2/J DEFGRID3
* xyz 4 4
Re -0.1778 0.5579 -0.0648
P 0.2148 1.4241 1.9533
P 0.6806 -1.5517 0.0561
P -2.2176 -0.1081 0.3509
H -1.1434 4.4919 -1.8282
C -1.7880 3.9187 -1.1619
C -1.3063 3.1082 -0.2174
H -0.2887 2.6320 -0.3145
C 1.5643 2.6589 2.1174
C 0.6505 0.2704 3.2797
C -1.0807 2.4523 2.7931
C 0.6052 -2.7265 -1.3963
C 2.4939 -1.8654 0.2941
C 0.1118 -2.7505 1.3411
C -3.5790 1.1199 0.0464
C -2.7334 -0.6582 2.0359
C -3.0396 -1.4688 -0.5944
H -2.8319 4.2559 -1.0818
H -1.8875 3.0722 0.7177
H 1.5075 3.4268 1.3399
H 2.5398 2.1702 2.0698
H 1.4552 3.1451 3.0901
H 1.4736 -0.3746 2.9533
H -0.2158 -0.3397 3.5565
H 0.9723 0.8761 4.1346
H -1.4979 3.1548 2.0802
H -0.5836 3.0908 3.5295
H -1.8931 1.8506 3.2103
H 1.0515 -3.6974 -1.1166
H 1.1852 -2.3199 -2.2370
H -0.4234 -2.8954 -1.7412
H 2.6738 -2.9455 0.4090
H 2.8665 -1.3501 1.1850
H 3.0555 -1.5189 -0.5795
H 0.7159 -3.6653 1.2644
H -0.9421 -3.0199 1.2182
H 0.2525 -2.3345 2.3417
H -4.5422 0.7235 0.3930
H -3.6330 1.4050 -1.0168
H -3.3998 2.0177 0.6415
H -3.8200 -0.8482 2.0119
H -2.5159 0.1284 2.7685
H -2.2027 -1.5808 2.2952
H -4.0670 -1.6179 -0.2198
H -2.5065 -2.4202 -0.4989
H -3.1033 -1.2121 -1.6589
C -2.5027 1.1451 -3.7880
C -2.9664 2.4688 -3.8859
C -4.2845 2.6401 -4.3011
C -4.9943 1.5852 -4.8781
C -4.4296 0.2859 -4.9311
C -3.1978 0.0614 -4.3413
Se -0.7290 0.5625 -3.1577
H -1.2618 1.2965 -1.8963
H -2.3218 3.3684 -3.7073
H -4.7717 3.6229 -4.2183
H -5.9752 1.7515 -5.3071
H -4.9783 -0.5200 -5.3971
H -2.7340 -0.9257 -4.3701
Cl 2.3534 3.9884 -4.0273
C 2.6240 2.8858 -2.7532
C 3.8892 2.4193 -2.4074
C 3.9760 1.5766 -1.3003
C 2.8305 1.2187 -0.6187
N 1.6144 1.5044 -1.0748
C 1.5155 2.4606 -2.0273
H 4.7430 2.7536 -2.9985
H 4.9323 1.1799 -0.9433
H 2.9083 0.7683 0.3750
H 0.5491 2.9047 -2.2548
*
```

Atomic partial charges in e from the natural (NBO) method, atoms 1 to 2:
1. Re 0.2447
2. P 1.1563